12 unconnected molecules or ions with the total composition C39H86ClN14O26 in a non-equilibrium geometry. Source: the Open Molecules 2025 dataset; level of theory: wB97M-V/def2-TZVPD.

Each atom is followed by the atoms it is bonded to, with distances in Å.
CARTESIAN COORDINATES (ANGSTROEM)
1 C -6.4235 1.3868 -2.2072  C2 1.544, H37 1.092, H38 1.084, H39 1.077
2 C -6.5047 0.3752 -3.3705  C1 1.544, C3 1.557, H40 1.085, H41 1.085
3 C -5.7767 0.8753 -4.6524  C2 1.557, C4 1.540, H42 1.084, H43 1.090
4 C -4.6514 -0.0806 -5.0913  C3 1.540, C5 1.537, H44 1.087, H45 1.083
5 C -4.3752 0.0380 -6.5982  C4 1.537, C6 1.536, H46 1.089, H47 1.087
6 C -2.8879 0.1691 -6.9594  C5 1.536, C7 1.533, H48 1.089, H49 1.089
7 C -1.9785 -0.9083 -6.3572  C6 1.533, C8 1.543, H50 1.087, H51 1.088
8 C -0.5339 -0.4119 -6.1397  C7 1.543, C9 1.535, H52 1.088, H53 1.089
9 C -0.2300 -0.0504 -4.6796  C8 1.535, C10 1.534, H54 1.091, H55 1.092
10 C -1.3021 0.8157 -4.0069  C9 1.534, C11 1.538, H56 1.088, H57 1.084
11 C -0.7373 1.8307 -2.9987  C10 1.538, C12 1.522, H58 1.083, H59 1.087
12 C -1.2507 1.4326 -1.6224  C11 1.522, C13 1.533, H60 1.089, H61 1.092
13 C -0.8344 2.2914 -0.4227  C12 1.533, C14 1.536, C18 1.565, N31 1.486
14 C -1.2267 3.7762 -0.3866  C13 1.536, C15 1.549, H62 1.086, H63 1.087
15 C -2.4589 4.1605 -1.2436  C14 1.549, C16 1.529, H64 1.082, H65 1.086
16 C -1.9970 5.0967 -2.3610  C15 1.529, Cl17 1.770, H66 1.083, H67 1.083
17 Cl -3.0062 5.0571 -3.8143  C16 1.770
18 C -1.5127 1.5295 0.7648  C13 1.565, N19 1.480, H68 1.089, H69 1.085
19 N -0.4479 0.7642 1.4512  C18 1.480, C20 1.488, C29 1.328
20 C -0.8961 -0.5642 1.9500  N19 1.488, C21 1.528, H70 1.089, H71 1.087
21 C 0.1064 -1.3520 2.7921  C20 1.528, C22 1.548, H72 1.080, H73 1.086
22 C 0.7134 -2.5883 2.0862  C21 1.548, C23 1.535, H74 1.090, H75 1.087
23 C 2.2321 -2.7233 2.2669  C22 1.535, C24 1.518, H76 1.087, H77 1.087
24 C 2.9792 -3.1910 1.0310  C23 1.518, O25 1.431, H78 1.090, H79 1.086
25 O 2.3416 -4.2586 0.3225  C24 1.431, C26 1.367
26 C 2.1042 -5.4225 0.9981  O25 1.367, C27 1.510, O28 1.226
27 C 3.0265 -5.9076 2.0906  C26 1.510, H80 1.082, H81 1.084, H82 1.083
28 O 1.1385 -6.0975 0.6601  C26 1.226
29 C 0.6200 0.8508 0.6671  N19 1.328, N30 1.360, N31 1.355
30 N 1.6549 -0.0291 0.5958  C29 1.360, H83 1.005, H84 1.002
31 N 0.5807 1.9415 -0.1360  C13 1.486, C29 1.355, C32 1.466
32 C 1.5803 2.9878 0.1020  N31 1.466, C33 1.539, H85 1.084, H86 1.085
33 C 2.0510 3.5928 -1.2330  C32 1.539, C34 1.521, H87 1.087, H88 1.085
34 C 2.3613 5.0703 -1.0460  C33 1.521, O35 1.223, O36 1.362
35 O 3.0064 5.4851 -0.0934  C34 1.223
36 O 1.8244 5.9186 -1.9669  C34 1.362, H89 0.966
37 H -5.4124 1.2885 -1.8075  C1 1.092
38 H -7.1560 1.1410 -1.4463  C1 1.084
39 H -6.5845 2.3904 -2.5631  C1 1.077
40 H -6.0326 -0.5451 -3.0425  C2 1.085
41 H -7.5422 0.2141 -3.6454  C2 1.085
42 H -6.5001 1.0047 -5.4496  C3 1.084
43 H -5.3115 1.8415 -4.4564  C3 1.090
44 H -4.9427 -1.0894 -4.8108  C4 1.087
45 H -3.7692 0.1589 -4.5098  C4 1.083
46 H -4.7844 -0.8358 -7.1038  C5 1.089
47 H -4.8870 0.9067 -7.0049  C5 1.087
48 H -2.8044 0.1055 -8.0437  C6 1.089
49 H -2.5614 1.1721 -6.6880  C6 1.089
50 H -1.9580 -1.7427 -7.0537  C7 1.087
51 H -2.3518 -1.2897 -5.4089  C7 1.088
52 H 0.1450 -1.2158 -6.4177  C8 1.088
53 H -0.2937 0.4500 -6.7600  C8 1.089
54 H -0.1278 -0.9618 -4.0881  C9 1.091
55 H 0.7394 0.4503 -4.6411  C9 1.092
56 H -1.9498 0.1278 -3.4663  C10 1.088
57 H -1.9391 1.3315 -4.7161  C10 1.084
58 H -1.0495 2.8354 -3.2574  C11 1.083
59 H 0.3470 1.7592 -3.0320  C11 1.087
60 H -2.3385 1.4017 -1.6550  C12 1.089
61 H -0.9363 0.3983 -1.4684  C12 1.092
62 H -1.4716 4.0070 0.6460  C14 1.086
63 H -0.4174 4.4518 -0.6534  C14 1.087
64 H -3.0314 3.3174 -1.6060  C15 1.082
65 H -3.1335 4.7333 -0.6133  C15 1.086
66 H -0.9999 4.8024 -2.6660  C16 1.083
67 H -1.9063 6.1070 -1.9804  C16 1.083
68 H -2.1521 0.7570 0.3396  C18 1.089
69 H -2.1840 2.0892 1.4084  C18 1.085
70 H -1.2890 -1.1434 1.1155  C20 1.089
71 H -1.7572 -0.3501 2.5773  C20 1.087
72 H -0.3211 -1.6451 3.7397  C21 1.080
73 H 0.9128 -0.6705 3.0446  C21 1.086
74 H 0.4357 -2.5354 1.0340  C22 1.090
75 H 0.2132 -3.4692 2.4797  C22 1.087
76 H 2.6261 -1.7397 2.5095  C23 1.087
77 H 2.4565 -3.3487 3.1267  C23 1.087
78 H 3.9894 -3.4727 1.3266  C24 1.090
79 H 3.1082 -2.3979 0.3007  C24 1.086
80 H 2.4282 -6.0699 2.9771  C27 1.082
81 H 3.4699 -6.8333 1.7421  C27 1.084
82 H 3.8395 -5.2377 2.3414  C27 1.083
83 H 1.4995 -0.8844 0.0914  N30 1.005
84 H 2.5496 0.1470 1.0107  N30 1.002
85 H 2.4490 2.5043 0.5350  C32 1.084
86 H 1.2020 3.7766 0.7433  C32 1.085
87 H 1.2716 3.5146 -1.9865  C33 1.087
88 H 2.9170 3.0709 -1.6261  C33 1.085
89 H 1.7274 5.4332 -2.7970  O36 0.966
90 C 1.0900 -4.4827 -2.4633  N91 1.489, H94 1.083, H95 1.085, H96 1.086
91 N 0.6713 -3.2246 -3.1402  C90 1.489, O92 1.206, O93 1.223
92 O 0.2802 -3.3046 -4.2783  N91 1.206
93 O 0.7560 -2.1958 -2.4840  N91 1.223
94 H 0.9602 -5.3007 -3.1612  C90 1.083
95 H 2.1309 -4.3684 -2.1777  C90 1.085
96 H 0.4640 -4.6099 -1.5852  C90 1.086
97 C 3.8626 -7.9884 5.5270  N98 1.491, H101 1.084, H102 1.086, H103 1.086
98 N 4.4304 -6.6393 5.8109  C97 1.491, O99 1.207, O100 1.218
99 O 4.9648 -6.4622 6.8787  N98 1.207
100 O 4.3163 -5.7989 4.9369  N98 1.218
101 H 4.0374 -8.6274 6.3844  C97 1.084
102 H 2.7997 -7.8613 5.3430  C97 1.086
103 H 4.3650 -8.3746 4.6454  C97 1.086
104 C 2.9851 6.3392 -5.2728  N105 1.485, H108 1.084, H109 1.084, H110 1.083
105 N 3.3431 4.9869 -5.7707  C104 1.485, O106 1.219, O107 1.208
106 O 3.6900 4.1569 -4.9474  N105 1.219
107 O 3.2620 4.7935 -6.9603  N105 1.208
108 H 3.1089 6.3510 -4.1960  C104 1.084
109 H 3.6493 7.0548 -5.7433  C104 1.084
110 H 1.9539 6.5214 -5.5496  C104 1.083
111 C 6.9902 8.7929 -7.0725  N112 1.489, H115 1.083, H116 1.086, H117 1.086
112 N 6.3481 8.8970 -5.7333  C111 1.489, O113 1.207, O114 1.217
113 O 6.6455 9.8337 -5.0321  N112 1.207
114 O 5.5591 8.0202 -5.4344  N112 1.217
115 H 7.6606 9.6344 -7.1965  C111 1.083
116 H 7.5302 7.8517 -7.1015  C111 1.086
117 H 6.1982 8.8080 -7.8149  C111 1.086
118 C -0.4279 8.9917 -3.2823  N119 1.488, H122 1.083, H123 1.086, H124 1.086
119 N 0.1237 8.0846 -4.3245  C118 1.488, O120 1.217, O121 1.208
120 O 0.1449 6.8910 -4.0897  N119 1.217
121 O 0.5196 8.5968 -5.3445  N119 1.208
122 H -0.7367 8.3927 -2.4345  C118 1.083
123 H 0.3603 9.6852 -3.0059  C118 1.086
124 H -1.2704 9.5164 -3.7224  C118 1.086
125 C -0.7369 -4.4640 6.4512  N126 1.487, H129 1.083, H130 1.086, H131 1.086
126 N -1.1826 -3.1804 5.8473  C125 1.487, O127 1.214, O128 1.212
127 O -1.5623 -3.1911 4.6940  N126 1.214
128 O -1.1326 -2.1930 6.5491  N126 1.212
129 H -0.8374 -5.2453 5.7076  C125 1.083
130 H 0.2990 -4.3348 6.7521  C125 1.086
131 H -1.3710 -4.6557 7.3114  C125 1.086
132 C -7.0658 1.4096 2.5021  N133 1.488, H136 1.083, H137 1.086, H138 1.085
133 N -7.3242 0.7319 1.2023  C132 1.488, O134 1.214, O135 1.209
134 O -6.4992 -0.0716 0.8181  N133 1.214
135 O -8.3407 1.0327 0.6210  N133 1.209
136 H -6.1272 1.0425 2.8990  C132 1.083
137 H -7.0211 2.4772 2.3091  C132 1.086
138 H -7.8916 1.1696 3.1645  C132 1.085
139 C 1.4216 0.1176 6.7142  N140 1.487, H143 1.083, H144 1.086, H145 1.086
140 N 1.9813 -0.6854 5.5947  C139 1.487, O141 1.211, O142 1.217
141 O 2.0787 -1.8828 5.7447  N140 1.211
142 O 2.3038 -0.0875 4.5854  N140 1.217
143 H 1.1817 -0.5537 7.5293  C139 1.083
144 H 2.1786 0.8393 7.0060  C139 1.086
145 H 0.5313 0.6153 6.3423  C139 1.086
146 C -8.4697 5.2063 -4.9412  N147 1.489, H150 1.083, H151 1.086, H152 1.085
147 N -7.9786 4.2199 -3.9397  C146 1.489, O148 1.213, O149 1.212
148 O -7.6404 4.6398 -2.8526  N147 1.213
149 O -7.9518 3.0595 -4.2872  N147 1.212
150 H -8.4380 6.1929 -4.4954  C146 1.083
151 H -7.8160 5.1438 -5.8058  C146 1.086
152 H -9.4851 4.9253 -5.2023  C146 1.085
153 C 6.1496 -8.6594 10.2355  N154 1.488, H157 1.081, H158 1.086, H159 1.081
154 N 6.1077 -9.3870 8.9383  C153 1.488, O155 1.210, O156 1.215
155 O 6.9969 -10.1709 8.6946  N154 1.210
156 O 5.1729 -9.1420 8.2017  N154 1.215
157 H 7.0289 -8.9742 10.7795  C153 1.081
158 H 6.1881 -7.5979 10.0077  C153 1.086
159 H 5.2470 -8.9078 10.7764  C153 1.081
160 C 5.3983 -11.2366 13.6541  N161 1.489, H164 1.083, H165 1.086, H166 1.086
161 N 5.9632 -9.8821 13.9066  C160 1.489, O162 1.206, O163 1.218
162 O 6.5014 -9.6828 14.9676  N161 1.206
163 O 5.8426 -9.0620 13.0142  N161 1.218
164 H 5.5801 -11.8512 14.5270  C160 1.083
165 H 4.3346 -11.1168 13.4727  C160 1.086
166 H 5.8987 -11.6402 12.7788  C160 1.086

As for the charge: +1. Its LUMO energy is -2.8 eV. As for the HOMO energy: -11.40 eV. Its electronic energy is -128419.81566 eV. As for the HOMO-LUMO gap: 8.61 eV.